No. 1
{"formula": "H26O13", "method": "ωB97M-V with the def2-TZVPD basis set", "homo_lumo_gap_ev": 8.6987, "e_above_lowest_kcal_mol": 125.6, "fmax_ev_per_a": 5.808, "elements": ["H", "H", "H", "H", "H", "H", "H", "H", "H", "H", "H", "H", "H", "H", "H", "H", "H", "H", "H", "H", "H", "H", "H", "H", "H", "H", "O", "O", "O", "O", "O", "O", "O", "O", "O", "O", "O", "O", "O"], "xyz": [[-1.2722, -0.5807, 1.0789], [-0.2697, -0.5067, -0.0611], [1.9257, 3.5976, -1.3624], [1.7653, 2.5010, -2.4024], [1.2288, 2.3939, 2.6187], [0.1379, 3.0784, 3.4259], [-2.4089, -2.7943, -2.0011], [-1.3051, -2.1579, -1.1725], [1.7342, 0.7271, -3.0688], [1.2924, -0.6646, -3.4906], [-4.4677, -1.6027, 3.9357], [-5.8588, -0.9909, 3.9598], [2.6641, -0.6980, 1.9931], [2.6261, -0.7182, 3.5123], [-1.6719, 1.8782, 0.0024], [-2.5633, 2.3240, 1.1499], [-1.7057, 3.3227, -1.0885], [-0.3716, 4.0501, -1.1175], [4.2596, 0.2386, -2.2575], [4.7644, -0.1523, -0.8782], [1.1081, -4.6384, 1.8904], [0.6101, -5.4308, 0.6928], [0.6913, -2.1784, 1.9916], [0.0417, -1.1315, 2.8816], [-0.9190, -1.7748, -5.3848], [-0.5535, -1.5910, -3.9210], [-0.6549, 0.0209, 0.6477], [2.3978, 3.1495, -2.0732], [0.2721, 2.4231, 2.7319], [-1.7039, -2.1389, -2.0498], [1.7446, 0.1210, -3.8182], [-4.9348, -0.7849, 4.1407], [2.3304, -0.2057, 2.7515], [-2.5919, 1.8906, 0.2895], [-1.2074, 4.0145, -0.6389], [3.9530, -0.0262, -1.3829], [0.5664, -4.5571, 1.0974], [0.8931, -1.5369, 2.6820], [-1.2498, -1.9324, -4.4934]], "nbo_charge": [0.47, 0.46, 0.47, 0.45, 0.48, 0.46, 0.48, 0.46, 0.46, 0.46, 0.47, 0.47, 0.46, 0.46, 0.48, 0.48, 0.48, 0.45, 0.48, 0.47, 0.48, 0.48, 0.46, 0.48, 0.46, 0.46, -0.92, -0.92, -0.94, -0.94, -0.92, -0.93, -0.91, -0.95, -0.93, -0.95, -0.95, -0.94, -0.92]}



No. 2
{"formula": "C13H16AuCl2N2", "method": "ωB97M-V with the def2-TZVPD basis set", "homo_lumo_gap_ev": [5.5811, 7.0146], "e_above_lowest_kcal_mol": 0.0, "multiplicity": 3, "charge": -1, "fmax_ev_per_a": 5.034, "elements": ["Au", "Cl", "Cl", "C", "H", "H", "C", "C", "H", "C", "H", "C", "H", "H", "C", "H", "H", "C", "H", "H", "H", "H", "N", "C", "C", "C", "C", "C", "N", "C", "H", "H", "H", "H"], "xyz": [[2.8815, 0.0035, -2.4844], [5.0478, 0.6050, -2.3643], [0.7034, -0.6046, -2.6140], [-1.2182, 1.2002, 0.1633], [-1.5488, 0.5909, -0.7095], [-1.2689, 0.5249, 1.0404], [0.3811, 1.1914, -0.0477], [-2.1359, 2.2661, 0.3028], [0.8559, 0.2318, 0.1524], [-1.7312, 3.5954, -0.1460], [-3.0603, 2.1320, 0.8552], [-1.0168, 3.5652, -1.5356], [-2.6290, 4.2187, -0.2777], [-1.0988, 4.1134, 0.5943], [0.4541, 3.2051, -1.5894], [-1.5642, 2.8575, -2.1690], [-1.1419, 4.5462, -2.0206], [1.0810, 2.3813, -0.3950], [0.6231, 2.6085, -2.5011], [1.0446, 4.1286, -1.6978], [2.0708, 2.0396, -0.7709], [1.2377, 3.0531, 0.4813], [-3.5758, -3.5594, 4.1597], [-2.5741, -2.9891, 3.9551], [-1.3476, -2.2800, 3.6965], [-0.1711, -2.5658, 4.4044], [0.9836, -1.8462, 4.1140], [0.9216, -0.8687, 3.1017], [-0.2025, -0.6146, 2.4446], [-1.3232, -1.2770, 2.7159], [-0.1841, -3.3453, 5.1660], [1.9197, -2.0162, 4.6375], [1.8083, -0.2892, 2.8339], [-2.2185, -1.0117, 2.1468]], "mulliken_spin": [0.00, 0.00, 0.02, -0.02, 0.14, 0.06, 0.80, 0.75, 0.00, -0.01, 0.02, 0.04, 0.01, 0.07, 0.06, 0.00, 0.01, -0.02, 0.00, -0.01, 0.02, 0.06, 0.00, 0.00, 0.00, 0.00, 0.00, 0.00, 0.01, 0.01, 0.00, 0.00, -0.01, 0.00]}



No. 3
{"formula": "C4H7N3", "method": "ωB97M-V with the def2-TZVPD basis set", "homo_lumo_gap_ev": 9.9266, "e_above_lowest_kcal_mol": 24.0, "smiles": "[H]/N=C1/N[C@H](C)/C1=N\\[H]", "fmax_ev_per_a": 0.496, "elements": ["C", "C", "N", "C", "N", "C", "N", "H", "H", "H", "H", "H", "H", "H"], "xyz": [[-1.5957, 0.8673, -0.1871], [-0.6690, -0.3341, -0.2542], [0.2253, -0.3625, -1.4158], [1.4137, -0.3627, -0.7069], [2.6164, -0.4355, -1.0918], [0.6252, -0.2521, 0.5793], [0.9846, -0.1406, 1.7796], [-2.3752, 0.8034, -0.9542], [-1.0239, 1.7861, -0.3498], [-2.0858, 0.9224, 0.7909], [-1.2153, -1.2739, -0.0855], [0.1759, -0.0872, 2.4046], [0.0568, -0.6741, -2.3597], [3.2290, -0.3696, -0.2803]], "nbo_charge": [-0.62, -0.11, -0.60, 0.37, -0.68, 0.25, -0.57, 0.22, 0.22, 0.21, 0.20, 0.34, 0.41, 0.36]}



No. 4
{"formula": "C6H15NOSi", "method": "ωB97M-V with the def2-TZVPD basis set", "homo_lumo_gap_ev": 10.1776, "e_above_lowest_kcal_mol": 61.4, "smiles": "[H]/N=C(/[C@H](C)O)[Si](C)(C)C", "fmax_ev_per_a": 5.705, "elements": ["C", "C", "C", "C", "C", "C", "N", "O", "Si", "H", "H", "H", "H", "H", "H", "H", "H", "H", "H", "H", "H", "H", "H", "H"], "xyz": [[0.1897, 0.1190, 1.1192], [-2.3010, 0.9273, 1.1513], [0.6721, -1.9020, -1.0920], [-0.4350, 0.7276, -2.0584], [2.6593, 0.5636, -0.8059], [-1.4078, -0.3182, 1.3644], [0.6328, 0.5805, 2.2122], [-1.6186, -0.8528, 2.6559], [0.8102, 0.0192, -0.7102], [-1.9015, 1.8272, 1.7934], [-2.3226, 1.2554, -0.0013], [-3.3916, 0.8660, 1.4774], [-0.2179, -2.0107, -1.5641], [1.4939, -2.3261, -1.6425], [0.8127, -2.4414, -0.0453], [-1.4881, 0.4903, -1.7333], [-0.1878, 1.8192, -2.1955], [-0.2095, 0.1694, -3.0530], [3.2238, 0.0678, -0.1173], [3.1801, 0.2889, -1.7588], [2.9216, 1.5819, -0.6710], [-1.9022, -1.1205, 0.6716], [1.5841, 0.8767, 2.0035], [-0.7968, -1.2083, 2.9998]], "nbo_charge": [-0.10, -0.64, -1.05, -1.08, -1.09, 0.04, -0.61, -0.72, 1.49, 0.22, 0.20, 0.23, 0.22, 0.24, 0.23, 0.24, 0.24, 0.25, 0.23, 0.25, 0.24, 0.16, 0.33, 0.48]}



No. 5
{"formula": "C36H31Cl4NO4", "method": "ωB97M-V with the def2-TZVPD basis set", "homo_lumo_gap_ev": 8.4627, "smiles": "O=C1c2ccccc2C(=O)c2ccccc21.O=C1c2ccccc2C(=O)c2ccccc21.CCCC#N.ClCCCl.ClCCCl", "fmax_ev_per_a": 1.771, "elements": ["Cl", "C", "C", "Cl", "H", "H", "H", "H", "Cl", "C", "C", "Cl", "H", "H", "H", "H", "C", "C", "C", "C", "N", "H", "H", "H", "H", "H", "H", "H", "C", "C", "C", "C", "C", "C", "C", "O", "C", "C", "C", "C", "C", "C", "C", "O", "H", "H", "H", "H", "H", "H", "H", "H", "C", "C", "C", "C", "C", "C", "C", "O", "C", "C", "C", "C", "C", "C", "C", "O", "H", "H", "H", "H", "H", "H", "H", "H"], "xyz": [[-6.2584, 1.8248, 3.8882], [-5.5086, 3.4033, 4.2730], [-4.3093, 3.2600, 5.1909], [-2.9463, 2.4102, 4.5220], [-6.2355, 4.0663, 4.7376], [-5.2166, 3.9009, 3.3484], [-4.6481, 2.7245, 6.0810], [-4.0079, 4.2357, 5.5723], [-0.9336, 1.0390, -0.0169], [-1.3146, 1.4562, 1.6574], [-0.1314, 1.3456, 2.5927], [1.2254, 2.4102, 2.1611], [-2.0836, 0.7530, 1.9824], [-1.7843, 2.4312, 1.7770], [0.2300, 0.3175, 2.6586], [-0.4002, 1.5575, 3.6274], [-4.1646, 2.1129, -3.7634], [-3.1345, 1.1479, -3.1750], [-3.6041, -0.3133, -3.1343], [-4.0519, -0.8330, -4.3958], [-4.4052, -1.2082, -5.4232], [-4.3068, 1.7889, -4.7971], [-3.8141, 3.1423, -3.7601], [-5.1316, 2.0718, -3.2624], [-2.8014, 1.4625, -2.1836], [-2.1873, 1.2053, -3.7225], [-4.4746, -0.3149, -2.4677], [-2.8321, -0.9717, -2.7346], [9.7010, 1.1702, -1.3054], [9.3130, 1.3359, 0.0251], [8.0323, 0.9932, 0.3947], [7.0526, 0.6646, -0.5306], [7.4057, 0.5850, -1.8922], [8.7510, 0.7178, -2.1962], [6.4100, 0.2899, -2.9565], [6.7779, 0.2046, -4.1055], [4.9793, 0.1769, -2.6022], [4.0035, -0.0892, -3.5587], [2.6577, -0.0686, -3.2254], [2.2909, 0.1952, -1.9048], [3.2580, 0.3342, -0.9212], [4.6113, 0.3218, -1.2565], [5.6055, 0.5897, -0.1689], [5.2318, 0.7170, 0.9774], [10.7113, 1.2233, -1.6872], [10.0473, 1.6761, 0.7438], [7.7634, 1.2374, 1.4178], [9.0246, 0.5493, -3.2347], [4.2377, -0.1978, -4.6097], [1.9281, -0.1229, -4.0217], [1.2410, 0.1577, -1.6485], [2.8698, 0.5182, 0.0723], [-5.5304, -2.0635, 2.9123], [-5.9794, -2.2904, 1.6201], [-5.0576, -2.5546, 0.6221], [-3.6903, -2.6055, 0.9085], [-3.2434, -2.4222, 2.2175], [-4.1872, -2.1969, 3.2104], [-1.7941, -2.4285, 2.5416], [-1.3764, -2.2326, 3.6585], [-0.8550, -2.5604, 1.3911], [0.5120, -2.4161, 1.6367], [1.3984, -2.4062, 0.5791], [0.9559, -2.6146, -0.7382], [-0.3805, -2.8363, -0.9822], [-1.2897, -2.7867, 0.0909], [-2.7511, -2.8866, -0.2065], [-3.1229, -3.1458, -1.3339], [-6.2264, -1.7853, 3.6939], [-7.0103, -2.1829, 1.3092], [-5.4795, -2.7316, -0.3585], [-3.8691, -2.0100, 4.2290], [0.9591, -2.2797, 2.6116], [2.4587, -2.3669, 0.7926], [1.7116, -2.7918, -1.4929], [-0.8258, -3.0113, -1.9516]], "lowdin_charge": [0.53, -0.65, -0.70, 0.63, 0.08, 0.07, 0.07, 0.08, 0.62, -0.68, -0.67, 0.57, 0.06, 0.06, 0.05, 0.04, -0.10, -0.27, -0.20, -0.25, 0.15, 0.07, 0.07, 0.08, 0.06, 0.11, 0.12, 0.10, -0.05, -0.06, -0.01, -0.08, -0.08, -0.02, -0.29, 0.11, -0.08, 0.00, -0.05, -0.07, 0.00, -0.07, -0.27, 0.11, 0.11, 0.11, 0.12, 0.12, 0.12, 0.11, 0.06, 0.10, -0.06, -0.06, 0.00, -0.08, -0.09, 0.00, -0.29, 0.11, -0.09, -0.01, -0.05, -0.06, 0.00, -0.09, -0.28, 0.09, 0.11, 0.11, 0.12, 0.12, 0.12, 0.11, 0.11, 0.12]}



No. 6
{"formula": "CH3N2OS", "method": "ωB97M-V with the def2-TZVPD basis set", "homo_lumo_gap_ev": 7.1813, "e_above_lowest_kcal_mol": 41.7, "charge": -1, "fmax_ev_per_a": 4.688, "elements": ["C", "N", "N", "O", "S", "H", "H", "H"], "xyz": [[1.1565, -0.2698, 0.0893], [-0.3194, -0.5386, 0.0410], [-1.1594, 0.3177, -0.1093], [-1.0688, 1.4856, -0.3458], [-3.3183, -0.5364, 0.0193], [1.6608, -0.5500, 0.9417], [1.5619, -0.7796, -0.7751], [1.4867, 0.8711, 0.1388]], "nbo_charge": [-0.48, -0.32, 0.34, -0.50, -0.60, 0.19, 0.19, 0.17]}



No. 7
{"formula": "C2H9OS", "method": "ωB97M-V with the def2-TZVPD basis set", "homo_lumo_gap_ev": [11.2683, 3.9081], "e_above_lowest_kcal_mol": 10.5, "multiplicity": 2, "charge": 2, "fmax_ev_per_a": 1.825, "elements": ["O", "H", "H", "H", "C", "S", "C", "H", "H", "H", "H", "H", "H"], "xyz": [[-3.2377, 0.2783, 0.3720], [-3.2099, 0.8625, -0.4467], [-3.8313, 0.6494, 1.0991], [-0.5275, 0.0023, 0.7523], [1.7654, -0.9684, 0.8936], [0.7446, 0.4514, 0.6014], [0.6176, 0.5968, -1.1836], [2.7984, -0.6433, 0.7329], [1.6922, -1.7542, 0.1512], [1.6421, -1.3721, 1.8948], [-0.4004, 0.4140, -1.5469], [0.8054, 1.6143, -1.5202], [1.1411, -0.1309, -1.7999]], "mulliken_spin": [1.02, -0.02, -0.02, 0.00, 0.00, 0.02, 0.00, 0.00, 0.00, 0.00, 0.00, 0.00, 0.00]}



Question: Number 3 is which compound?
Answer: C4H7N3